[1]
Here is C34H43AsN5O4PdSi2 as an isolated structure from the Open Molecules 2025 dataset. Energies are from wB97M-V/def2-TZVPD.

Results
Total charge: -1
Kohn-Sham gap: 0.2475 hartree
ΔE to the lowest compared entry with this formula, charge and spin: 0.29 kJ/mol

CARTESIAN COORDINATES (ANGSTROEM)
Pd1 0.926 -0.284 -0.218
C1 0.486 2.724 -4.081
O1 1.865 2.665 -3.736
C2 2.109 3.085 -2.447
C3 2.853 4.226 -2.257
C4 3.137 4.683 -0.970
C5 2.596 4.004 0.102
C6 1.837 2.837 -0.063
C7 1.113 2.347 1.101
N1 0.403 1.287 1.154
N2 -0.298 1.089 2.319
C8 -1.401 0.355 2.157
O2 -1.907 -0.067 1.099
C9 -2.078 0.004 3.468
C10 -3.320 -0.621 3.432
C11 -3.964 -0.987 4.606
C12 -3.367 -0.736 5.834
C13 -2.125 -0.114 5.879
C14 -1.486 0.255 4.704
C15 1.656 2.290 -1.360
O3 1.084 1.149 -1.622
H1 0.402 2.356 -5.104
H2 -0.110 2.101 -3.414
H3 0.127 3.758 -4.039
H4 3.214 4.746 -3.138
H5 3.739 5.571 -0.820
H6 2.729 4.383 1.110
H7 1.089 3.001 1.971
H8 -3.759 -0.810 2.460
H9 -4.934 -1.470 4.564
H10 -3.865 -1.024 6.753
H11 -1.653 0.082 6.834
H12 -0.521 0.744 4.722
C16 0.671 -6.712 -3.018
C17 1.261 -6.655 -1.635
C18 1.018 -7.652 -0.700
C19 1.538 -7.577 0.584
C20 2.340 -6.504 0.955
N3 2.839 -6.487 2.282
C21 3.396 -5.455 3.006
O4 4.248 -5.670 3.854
N4 2.974 -4.171 2.739
C22 1.764 -3.695 2.201
C23 0.577 -4.410 2.176
C24 -0.526 -3.830 1.583
C25 -0.434 -2.565 1.031
N5 0.710 -1.874 1.070
C26 1.777 -2.427 1.640
C27 2.613 -5.509 0.020
C28 2.064 -5.584 -1.249
H13 0.052 -7.601 -3.146
H14 1.452 -6.728 -3.781
H15 0.051 -5.835 -3.214
H16 0.394 -8.498 -0.970
H17 1.310 -8.351 1.310
H18 3.110 -7.376 2.663
H19 3.583 -3.487 3.154
H20 0.520 -5.401 2.605
H21 -1.467 -4.361 1.540
H22 -1.272 -2.051 0.583
H23 2.685 -1.841 1.629
H24 3.229 -4.657 0.277
H25 2.254 -4.769 -1.937
C29 4.640 -0.528 0.328
Si1 4.228 -0.887 -1.486
C30 5.453 -2.196 -2.089
C31 4.614 0.708 -2.404
As1 2.096 -1.839 -1.665
Si2 1.442 -1.517 -3.881
C32 1.560 -3.252 -4.642
C33 2.452 -0.408 -5.014
C34 -0.371 -0.993 -3.916
H26 5.434 0.225 0.359
H27 5.005 -1.418 0.852
H28 3.787 -0.115 0.867
H29 6.489 -1.866 -1.950
H30 5.307 -2.403 -3.154
H31 5.314 -3.137 -1.549
H32 5.705 0.785 -2.494
H33 4.265 1.572 -1.838
H34 4.180 0.769 -3.405
H35 2.529 -3.714 -4.430
H36 1.436 -3.211 -5.730
H37 0.785 -3.907 -4.235
H38 3.495 -0.734 -5.066
H39 2.414 0.641 -4.712
H40 2.027 -0.493 -6.022
H41 -0.845 -1.141 -2.944
H42 -0.921 -1.570 -4.666
H43 -0.461 0.068 -4.161

=====

[2]
Here is C34H43BrIN7O2SSeTa as an isolated structure from the Open Molecules 2025 dataset. Energies are from wB97M-V/def2-TZVPD.

Results
Total charge: +3
Kohn-Sham gap (alpha / beta): 0.1969 / 0.1998 hartree
ΔE to the lowest compared entry with this formula, charge and spin: 194.05 kJ/mol

CARTESIAN COORDINATES (ANGSTROEM)
Ta1 -0.019 -0.536 -0.074
C1 2.753 0.835 7.040
C2 2.465 2.100 6.214
C3 3.798 2.767 5.839
C4 1.651 3.072 7.072
C5 1.749 1.684 4.951
C6 2.393 0.855 4.017
C7 1.729 0.533 2.869
Br1 2.454 -0.702 1.559
C8 0.431 0.981 2.531
O1 0.000 0.591 1.339
C9 -0.261 1.721 3.514
C10 0.439 2.054 4.671
C11 -1.723 2.139 3.446
C12 -1.810 3.671 3.344
C13 -2.473 1.529 2.266
C14 -2.423 1.643 4.726
H1 3.308 1.114 7.930
H2 3.344 0.114 6.484
H3 1.828 0.354 7.342
H4 4.318 3.053 6.749
H5 3.625 3.658 5.242
H6 4.438 2.092 5.278
H7 2.244 3.363 7.933
H8 0.740 2.616 7.450
H9 1.399 3.979 6.529
H10 3.386 0.472 4.186
H11 -0.092 2.628 5.407
H12 -1.442 4.021 2.381
H13 -1.236 4.154 4.130
H14 -2.846 3.980 3.443
H15 -2.039 1.856 1.318
H16 -3.509 1.859 2.288
H17 -2.462 0.438 2.336
H18 -2.180 2.256 5.587
H19 -2.148 0.609 4.936
H20 -3.499 1.691 4.586
S1 1.715 -0.258 -1.790
C15 0.845 -1.208 -3.088
N1 1.360 -1.397 -4.274
N2 2.556 -1.089 -4.598
C16 3.036 -1.221 -5.879
C17 4.368 -0.871 -6.150
C18 4.851 -0.970 -7.438
C19 4.024 -1.420 -8.465
C20 2.702 -1.772 -8.198
C21 2.204 -1.672 -6.918
N3 -0.340 -1.702 -2.876
N4 -0.922 -1.582 -1.717
C22 -2.115 -2.307 -1.600
C23 -3.008 -1.990 -0.568
C24 -4.106 -2.793 -0.329
C25 -4.354 -3.894 -1.138
C26 -3.514 -4.164 -2.210
C27 -2.396 -3.387 -2.443
H21 3.208 -0.724 -3.887
H22 5.007 -0.519 -5.356
H23 5.870 -0.691 -7.654
H24 4.402 -1.485 -9.473
H25 2.064 -2.118 -8.997
H26 1.182 -1.930 -6.693
H27 -2.865 -1.104 0.040
H28 -4.766 -2.562 0.493
H29 -5.198 -4.531 -0.932
H30 -3.726 -4.994 -2.864
H31 -1.714 -3.624 -3.246
N5 -0.764 -5.414 0.190
C28 -0.407 -4.246 0.701
O2 0.022 -3.301 0.029
C29 -0.559 -4.120 2.202
I1 -1.125 -2.102 2.654
H32 -0.642 -5.617 -0.792
H33 -1.096 -6.169 0.773
H34 0.404 -4.317 2.678
H35 -1.310 -4.778 2.632
C30 0.166 3.503 -2.913
N6 -0.700 2.572 -3.588
C31 -0.959 2.566 -4.921
C32 -1.859 1.571 -5.153
N7 -2.144 0.987 -3.959
C33 -3.085 -0.088 -3.812
C34 -1.420 1.594 -3.002
Se1 -1.530 1.414 -1.102
H36 0.511 4.248 -3.629
H37 1.025 2.982 -2.481
H38 -0.380 4.005 -2.110
H39 -0.531 3.271 -5.606
H40 -2.322 1.257 -6.065
H41 -3.931 0.087 -4.476
H42 -3.442 -0.136 -2.785
H43 -2.615 -1.036 -4.080

=====

[3]
Here is C34H43ClFN6O2SSi2V as an isolated structure from the Open Molecules 2025 dataset. Energies are from wB97M-V/def2-TZVPD.

Results
Total charge: -2
2S+1: 3
Kohn-Sham gap (alpha / beta): 0.1886 / 0.2023 hartree
ΔE to the lowest compared entry with this formula, charge and spin: 77.90 kJ/mol

CARTESIAN COORDINATES (ANGSTROEM)
V1 -0.167 -0.340 -0.821
C1 -2.040 1.423 4.165
Si1 -1.386 -0.279 3.614
C2 -1.143 -1.255 5.224
C3 -2.824 -1.106 2.729
N1 -0.042 -0.284 2.601
C4 1.145 0.272 2.841
C5 1.555 0.990 4.006
C6 2.816 1.543 4.163
C7 3.788 1.428 3.177
C8 3.449 0.722 2.019
C9 2.198 0.180 1.887
F1 1.933 -0.500 0.733
H1 -2.992 1.304 4.693
H2 -2.211 2.068 3.300
H3 -1.350 1.948 4.829
H4 -2.057 -1.281 5.826
H5 -0.345 -0.821 5.834
H6 -0.857 -2.284 4.991
H7 -3.736 -1.070 3.333
H8 -2.586 -2.151 2.530
H9 -3.029 -0.633 1.765
H10 0.831 1.107 4.805
H11 3.039 2.077 5.082
H12 4.772 1.864 3.291
H13 4.150 0.591 1.202
C10 -3.769 0.913 -1.406
Si2 -2.334 -0.141 -2.133
C11 -2.164 0.608 -3.877
C12 -3.235 -1.800 -2.482
H14 -4.643 0.881 -2.068
H15 -3.472 1.959 -1.290
H16 -4.080 0.545 -0.423
H17 -3.112 0.511 -4.421
H18 -1.378 0.107 -4.447
H19 -1.913 1.671 -3.816
H20 -3.893 -1.694 -3.353
H21 -3.863 -2.089 -1.635
H22 -2.535 -2.615 -2.679
C13 3.314 -0.677 -4.806
N2 3.349 -1.317 -3.513
C14 4.272 -1.037 -2.518
C15 3.924 -1.767 -1.443
N3 2.807 -2.492 -1.789
C16 2.427 -2.207 -3.057
S1 1.112 -2.845 -3.897
H23 4.323 -0.646 -5.221
H24 2.921 0.336 -4.720
H25 2.662 -1.264 -5.450
H26 5.055 -0.317 -2.665
H27 4.348 -1.816 -0.457
H28 2.240 -3.037 -1.129
N4 -1.395 6.146 0.824
C17 -1.074 4.784 0.775
C18 -2.047 3.808 0.959
C19 -1.677 2.476 0.870
N5 -0.442 2.065 0.612
C20 0.481 3.003 0.419
C21 0.222 4.361 0.493
H29 -2.199 6.353 1.395
H30 -0.614 6.738 1.062
H31 -3.077 4.075 1.164
H32 -2.417 1.697 1.010
H33 1.478 2.650 0.191
H34 1.019 5.074 0.322
Cl1 -4.061 -7.119 2.427
C22 -2.871 -6.010 1.768
C23 -3.301 -4.877 1.102
C24 -2.352 -4.003 0.591
C25 -0.998 -4.270 0.734
C26 -0.593 -5.420 1.399
C27 -1.526 -6.296 1.930
C28 0.044 -3.346 0.138
O1 1.205 -3.763 0.065
O2 -0.375 -2.204 -0.225
H35 -4.358 -4.678 0.989
H36 -2.651 -3.106 0.073
H37 0.468 -5.613 1.487
H38 -1.223 -7.190 2.458
N6 0.799 0.696 -1.811
C29 1.582 1.547 -2.481
C30 1.198 2.126 -3.719
C31 2.025 3.004 -4.395
C32 3.276 3.361 -3.895
C33 3.671 2.813 -2.675
C34 2.856 1.937 -1.983
H39 0.236 1.850 -4.130
H40 1.687 3.417 -5.341
H41 3.917 4.048 -4.433
H42 4.636 3.078 -2.252
H43 3.179 1.507 -1.041

=====

The lowest ΔE to the lowest compared entry with this formula, charge and spin belongs to which entry? C34H43AsN5O4PdSi2

=====

What did the first record say?
Here is C34H43AsN5O4PdSi2 as an isolated structure from the Open Molecules 2025 dataset. Energies are from wB97M-V/def2-TZVPD.

Results
Total charge: -1
Kohn-Sham gap: 0.2475 hartree
ΔE to the lowest compared entry with this formula, charge and spin: 0.29 kJ/mol

CARTESIAN COORDINATES (ANGSTROEM)
Pd1 0.926 -0.284 -0.218
C1 0.486 2.724 -4.081
O1 1.865 2.665 -3.736
C2 2.109 3.085 -2.447
C3 2.853 4.226 -2.257
C4 3.137 4.683 -0.970
C5 2.596 4.004 0.102
C6 1.837 2.837 -0.063
C7 1.113 2.347 1.101
N1 0.403 1.287 1.154
N2 -0.298 1.089 2.319
C8 -1.401 0.355 2.157
O2 -1.907 -0.067 1.099
C9 -2.078 0.004 3.468
C10 -3.320 -0.621 3.432
C11 -3.964 -0.987 4.606
C12 -3.367 -0.736 5.834
C13 -2.125 -0.114 5.879
C14 -1.486 0.255 4.704
C15 1.656 2.290 -1.360
O3 1.084 1.149 -1.622
H1 0.402 2.356 -5.104
H2 -0.110 2.101 -3.414
H3 0.127 3.758 -4.039
H4 3.214 4.746 -3.138
H5 3.739 5.571 -0.820
H6 2.729 4.383 1.110
H7 1.089 3.001 1.971
H8 -3.759 -0.810 2.460
H9 -4.934 -1.470 4.564
H10 -3.865 -1.024 6.753
H11 -1.653 0.082 6.834
H12 -0.521 0.744 4.722
C16 0.671 -6.712 -3.018
C17 1.261 -6.655 -1.635
C18 1.018 -7.652 -0.700
C19 1.538 -7.577 0.584
C20 2.340 -6.504 0.955
N3 2.839 -6.487 2.282
C21 3.396 -5.455 3.006
O4 4.248 -5.670 3.854
N4 2.974 -4.171 2.739
C22 1.764 -3.695 2.201
C23 0.577 -4.410 2.176
C24 -0.526 -3.830 1.583
C25 -0.434 -2.565 1.031
N5 0.710 -1.874 1.070
C26 1.777 -2.427 1.640
C27 2.613 -5.509 0.020
C28 2.064 -5.584 -1.249
H13 0.052 -7.601 -3.146
H14 1.452 -6.728 -3.781
H15 0.051 -5.835 -3.214
H16 0.394 -8.498 -0.970
H17 1.310 -8.351 1.310
H18 3.110 -7.376 2.663
H19 3.583 -3.487 3.154
H20 0.520 -5.401 2.605
H21 -1.467 -4.361 1.540
H22 -1.272 -2.051 0.583
H23 2.685 -1.841 1.629
H24 3.229 -4.657 0.277
H25 2.254 -4.769 -1.937
C29 4.640 -0.528 0.328
Si1 4.228 -0.887 -1.486
C30 5.453 -2.196 -2.089
C31 4.614 0.708 -2.404
As1 2.096 -1.839 -1.665
Si2 1.442 -1.517 -3.881
C32 1.560 -3.252 -4.642
C33 2.452 -0.408 -5.014
C34 -0.371 -0.993 -3.916
H26 5.434 0.225 0.359
H27 5.005 -1.418 0.852
H28 3.787 -0.115 0.867
H29 6.489 -1.866 -1.950
H30 5.307 -2.403 -3.154
H31 5.314 -3.137 -1.549
H32 5.705 0.785 -2.494
H33 4.265 1.572 -1.838
H34 4.180 0.769 -3.405
H35 2.529 -3.714 -4.430
H36 1.436 -3.211 -5.730
H37 0.785 -3.907 -4.235
H38 3.495 -0.734 -5.066
H39 2.414 0.641 -4.712
H40 2.027 -0.493 -6.022
H41 -0.845 -1.141 -2.944
H42 -0.921 -1.570 -4.666
H43 -0.461 0.068 -4.161